[1]
{"formula": "C2HN2O2", "method": "ωB97M-V/def2-TZVPD", "elements": ["C", "C", "N", "N", "O", "O", "H"], "xyz": [[-0.576, -1.033, -0.917], [0.712, 0.733, -2.626], [0.181, 0.880, -1.587], [-0.548, -0.867, 0.348], [-0.587, -1.594, 1.425], [1.409, 0.846, -3.564], [-0.353, 0.213, 0.497]], "mulliken_charge": [-0.056, 0.456, -0.576, 0.134, -0.716, -0.570, 0.328], "e_lumo_ev": 4.097, "total_charge": -1, "relative_energy_kcal_mol": 104.1, "orbital_gap_ha": 0.31428, "energy_ev": -9161.725}

***

[2]
{"formula": "C4H5NO", "method": "ωB97M-V/def2-TZVPD", "elements": ["C", "C", "O", "C", "C", "N", "H", "H", "H", "H", "H"], "xyz": [[0.932, 1.021, -0.086], [-0.508, 0.596, -0.179], [-0.807, -0.233, -1.294], [-0.960, -0.793, -0.006], [-0.012, -1.783, 0.486], [0.711, -2.514, 1.013], [1.173, 1.438, 0.895], [1.603, 0.182, -0.293], [1.105, 1.792, -0.843], [-1.252, 1.358, 0.055], [-1.993, -1.003, 0.267]], "mulliken_charge": [-1.232, 0.208, -0.412, 0.036, -0.001, -0.365, 0.314, 0.369, 0.311, 0.394, 0.379], "e_lumo_ev": 0.873, "total_charge": 0, "relative_energy_kcal_mol": 36.6, "orbital_gap_ha": 0.44024, "energy_ev": -7764.940}

***

[3]
{"formula": "CH2O2S", "method": "ωB97M-V/def2-TZVPD", "elements": ["O", "C", "O", "S", "H", "H"], "xyz": [[0.249, -1.168, -0.072], [-0.530, -0.025, -0.028], [0.155, 1.173, -0.049], [-2.157, -0.035, -0.031], [1.134, -1.074, 0.191], [1.149, 1.130, -0.011]], "mulliken_charge": [-0.408, 0.531, -0.418, -0.296, 0.292, 0.299], "e_lumo_ev": 0.000, "total_charge": 0, "relative_energy_kcal_mol": 23.2, "orbital_gap_ha": 0.33419, "energy_ev": -15998.931}

***

[4]
{"formula": "C4H9NO4", "method": "ωB97M-V/def2-TZVPD", "elements": ["C", "C", "C", "C", "N", "O", "O", "O", "O", "H", "H", "H", "H", "H", "H", "H", "H", "H"], "xyz": [[1.196, -0.424, 1.423], [-1.317, 0.114, -1.508], [0.271, 0.352, 0.482], [-0.534, -0.490, -0.427], [1.551, -2.319, -1.535], [2.480, -2.735, -2.177], [0.990, -2.918, -0.646], [0.914, 1.396, -0.186], [1.138, -1.140, -1.839], [0.683, -1.277, 1.855], [1.527, 0.237, 2.218], [2.067, -0.780, 0.886], [-1.304, -0.518, -2.396], [-2.361, 0.170, -1.190], [-0.953, 1.110, -1.751], [-0.507, 0.838, 1.108], [-0.747, -1.510, -0.128], [1.454, 0.997, -0.885]], "mulliken_charge": [-1.316, -1.327, 0.563, -0.032, 1.098, -0.643, -0.606, -0.562, -0.551, 0.361, 0.370, 0.282, 0.352, 0.403, 0.308, 0.317, 0.551, 0.431], "e_lumo_ev": [-1.439, -1.438], "total_charge": 0, "relative_energy_kcal_mol": 157.0, "orbital_gap_ha": [0.30148, 0.30150], "energy_ev": -13968.348}

***

[5]
{"formula": "C43H35BrCdF3I2N5O2S", "method": "ωB97M-V/def2-TZVPD", "elements": ["Cd", "F", "C", "C", "C", "C", "C", "F", "C", "C", "C", "C", "C", "C", "N", "H", "H", "H", "H", "H", "H", "I", "C", "C", "C", "I", "C", "C", "C", "C", "N", "C", "C", "O", "H", "H", "H", "H", "F", "C", "C", "C", "C", "C", "C", "C", "H", "H", "H", "H", "H", "H", "C", "C", "C", "C", "O", "H", "H", "H", "H", "H", "H", "H", "H", "H", "N", "C", "N", "C", "C", "C", "C", "C", "C", "S", "H", "H", "H", "H", "H", "H", "Br", "C", "C", "C", "C", "N", "C", "H", "H", "H", "H"], "xyz": [[-0.005, -0.037, 0.141], [-4.344, 3.209, 0.357], [-3.480, 2.665, -0.540], [-2.484, 1.827, -0.101], [-1.571, 1.239, -0.986], [-1.736, 1.545, -2.358], [-2.750, 2.412, -2.743], [-2.887, 2.747, -4.059], [-3.641, 3.000, -1.868], [-0.902, 0.919, -3.435], [-1.498, 0.158, -4.443], [-0.700, -0.459, -5.385], [0.679, -0.306, -5.304], [1.186, 0.478, -4.284], [0.418, 1.081, -3.371], [-2.423, 1.633, 0.966], [-4.410, 3.681, -2.207], [-2.573, 0.026, -4.447], [-1.141, -1.087, -6.149], [1.349, -0.801, -5.997], [2.260, 0.608, -4.163], [1.525, 0.178, 5.895], [0.622, 1.778, 4.906], [-0.002, 2.762, 5.678], [-0.584, 3.857, 5.091], [-1.496, 5.272, 6.342], [-0.547, 4.025, 3.680], [-1.082, 5.134, 2.984], [-0.969, 5.217, 1.625], [-0.323, 4.176, 0.937], [0.170, 3.126, 1.544], [0.080, 3.019, 2.889], [0.693, 1.797, 3.477], [1.219, 0.914, 2.763], [-0.026, 2.654, 6.754], [-1.580, 5.916, 3.542], [-1.383, 6.059, 1.079], [-0.239, 4.199, -0.149], [-6.544, -2.373, 0.677], [-5.224, -2.118, 0.932], [-4.271, -3.010, 0.500], [-2.928, -2.741, 0.762], [-2.508, -1.589, 1.445], [-1.081, -1.298, 1.694], [-3.531, -0.724, 1.864], [-4.877, -0.977, 1.616], [-4.571, -3.902, -0.039], [-2.174, -3.441, 0.414], [-0.460, -2.189, 1.711], [-0.912, -0.704, 2.592], [-3.257, 0.177, 2.406], [-5.649, -0.289, 1.943], [1.934, -2.879, 3.075], [2.947, -2.477, 2.018], [4.079, -1.671, 2.645], [3.496, -3.712, 1.304], [2.248, -1.656, 1.085], [2.436, -3.362, 3.922], [1.199, -3.574, 2.656], [1.407, -1.992, 3.432], [4.619, -2.263, 3.397], [3.668, -0.776, 3.125], [4.791, -1.359, 1.870], [3.894, -4.432, 2.031], [4.295, -3.437, 0.607], [2.695, -4.191, 0.732], [3.203, -1.368, -1.473], [2.116, -1.918, -1.957], [0.861, -1.677, -1.571], [-0.073, -2.429, -2.249], [-1.453, -2.359, -2.048], [-2.303, -3.160, -2.802], [-1.807, -4.027, -3.774], [-0.429, -4.103, -3.992], [0.418, -3.310, -3.232], [2.158, -3.178, -3.274], [2.784, -1.577, 0.262], [4.033, -1.736, -1.920], [-1.850, -1.675, -1.304], [-3.372, -3.098, -2.627], [-2.483, -4.646, -4.353], [-0.026, -4.775, -4.741], [5.816, 1.462, 1.034], [4.258, 1.807, 0.003], [4.341, 2.625, -1.104], [3.179, 2.875, -1.816], [2.001, 2.284, -1.394], [1.938, 1.474, -0.340], [3.050, 1.235, 0.366], [5.290, 3.055, -1.399], [3.185, 3.513, -2.691], [1.069, 2.448, -1.922], [2.949, 0.597, 1.236]], "mulliken_charge": [4.273, -0.414, 0.109, 0.898, -2.081, 0.865, 1.357, -0.407, -1.030, -0.264, -0.777, -0.479, -0.806, -0.264, 0.141, 0.619, 0.496, 0.385, 0.415, 0.358, 0.378, -0.099, -0.394, -0.383, -0.230, -0.059, 1.084, -0.722, -1.108, -0.158, 0.250, -0.152, -0.193, -0.125, 0.324, 0.138, 0.397, 0.338, -0.399, 0.515, -0.804, -0.191, -0.031, -2.017, 0.116, -0.799, 0.446, 0.429, 0.290, 0.589, 0.266, 0.431, -1.529, 2.141, -1.390, -1.849, -0.445, 0.443, 0.360, 0.012, 0.479, 0.143, 0.178, 0.460, 0.353, 0.280, -0.742, 0.023, 0.209, -1.285, 0.004, -1.048, -0.783, -0.360, 0.761, -0.503, -0.394, 0.185, 0.235, 0.453, 0.361, 0.389, -0.245, -0.395, -0.198, -1.280, -0.426, 0.361, 0.060, 0.401, 0.460, 0.537, 0.065], "e_lumo_ev": 3.533, "total_charge": -2, "relative_energy_kcal_mol": 8.1, "orbital_gap_ha": 0.19879, "energy_ev": -166503.503}

***

[6]
{"formula": "C5H5FN2O2", "method": "ωB97M-V/def2-TZVPD", "elements": ["C", "C", "F", "C", "N", "C", "O", "H", "H", "H", "H", "N", "C", "O", "H"], "xyz": [[1.376, -1.189, -0.748], [0.963, -0.487, 0.465], [1.794, 0.073, 1.364], [-0.310, -0.588, 0.853], [-1.298, -1.061, 0.038], [-2.429, -1.473, 0.085], [-3.471, -2.024, 0.010], [1.612, -2.296, -0.807], [2.125, -0.620, -1.122], [0.461, -1.170, -1.240], [-0.561, -0.166, 1.827], [0.611, 2.902, -0.165], [-0.591, 2.758, -0.238], [-1.724, 2.991, -0.276], [1.443, 2.349, -0.047]], "mulliken_charge": [-1.039, 0.219, -0.317, -0.044, -0.305, 0.565, -0.458, 0.280, 0.340, 0.344, 0.400, -0.475, 0.587, -0.406, 0.309], "e_lumo_ev": 0.412, "total_charge": 0, "relative_energy_kcal_mol": 18.2, "orbital_gap_ha": 0.35193, "energy_ev": -15057.118}